Below is a cluster of 2 separate species, C4H6NO3 in total, with properties calculated with the ωB97M-V functional and the def2-TZVPD basis.

Values from the calculation:
Energy above the lowest of the compared OMol25 structures with the same formula, charge and spin ... 4.345 eV
LUMO energy (alpha / beta) ... -7.67 / -7.68 eV

Structure (ORCA input):
```
! RIJCOSX wB97M-V def2-TZVPD def2/J DEFGRID3
* xyz 1 1
C -0.906 1.339 -0.095
C -0.346 -0.855 -1.433
C 1.483 0.664 -0.399
C -0.258 -0.935 1.521
N 0.089 0.265 -0.471
O -0.434 2.390 0.170
O -1.474 -1.218 -1.452
O 2.314 -0.089 -0.717
H -1.904 0.930 0.159
H 0.563 -1.031 -2.148
H 1.609 1.626 0.027
H 0.888 -1.192 1.566
H -0.724 -0.180 2.205
H -0.900 -1.713 1.067
*
```

Below is an isolated molecule of C35H29N3O6, with properties calculated with the ωB97M-V functional and the def2-TZVPD basis.

Values from the calculation:
SMILES ... CCOC(=O)[C@H](Cc1ccc(NC(=O)/C(=C/c2ccccc2)NC(=O)c2ccccc2)cc1)N1C(=O)c2ccccc2C1=O
Energy above the lowest of the compared OMol25 structures with the same formula, charge and spin ... 0.160 eV
LUMO energy ... -0.52 eV

Structure (ORCA input):
```
! RIJCOSX wB97M-V def2-TZVPD def2/J DEFGRID3
* xyz 0 1
C 2.318 -1.792 5.824
C 2.585 -0.423 6.429
H 3.501 -0.424 7.026
H 1.740 -0.099 7.043
O 2.797 0.547 5.397
C 1.778 1.336 5.072
O 0.728 1.392 5.651
C 2.184 2.258 3.915
N 2.758 1.463 2.850
C 3.817 1.911 2.069
O 4.348 2.985 2.185
C 4.112 0.799 1.135
C 5.061 0.684 0.141
C 5.107 -0.510 -0.574
C 4.236 -1.550 -0.291
C 3.280 -1.435 0.715
C 3.227 -0.247 1.415
C 2.337 0.183 2.517
O 1.439 -0.415 3.052
H 2.604 -2.244 0.943
H 4.296 -2.465 -0.860
H 5.836 -0.628 -1.361
H 5.741 1.495 -0.070
H 2.994 2.898 4.290
C 1.022 3.148 3.431
C 0.173 2.466 2.394
C 0.301 2.794 1.051
C -0.453 2.160 0.081
C -1.335 1.152 0.451
C -1.467 0.815 1.796
C -0.732 1.476 2.758
H -0.845 1.214 3.798
H -2.150 0.029 2.086
N -2.072 0.418 -0.485
C -2.324 0.715 -1.791
O -2.093 1.777 -2.326
C -3.017 -0.422 -2.494
C -4.041 -0.147 -3.313
C -4.869 -1.097 -4.051
C -5.388 -2.252 -3.468
C -6.167 -3.124 -4.206
C -6.439 -2.862 -5.538
C -5.945 -1.707 -6.123
C -5.177 -0.827 -5.385
H -4.794 0.074 -5.840
H -6.166 -1.489 -7.158
H -7.042 -3.547 -6.113
H -6.567 -4.012 -3.737
H -5.226 -2.448 -2.417
H -4.252 0.901 -3.474
N -2.537 -1.701 -2.197
C -1.216 -2.035 -2.019
O -0.904 -3.145 -1.644
C -0.235 -0.964 -2.355
C -0.251 -0.403 -3.629
C 0.676 0.563 -3.970
C 1.614 0.982 -3.041
C 1.639 0.418 -1.777
C 0.729 -0.566 -1.437
H 0.740 -1.007 -0.451
H 2.365 0.752 -1.052
H 2.325 1.752 -3.301
H 0.658 0.999 -4.957
H -0.987 -0.726 -4.351
H -3.177 -2.482 -2.267
H -2.447 -0.451 -0.131
H -0.360 2.437 -0.956
H 1.000 3.563 0.753
H 1.440 4.065 3.014
H 0.417 3.396 4.305
H 3.181 -2.129 5.255
H 1.463 -1.736 5.154
H 2.110 -2.507 6.615
*
```

Below is a structure of composition C36H44N4Ta, with properties calculated with the ωB97M-V functional and the def2-TZVPD basis.

Values from the calculation:
LUMO energy (alpha / beta) ... -12.07 / -12.07 eV

Structure (ORCA input):
```
! RIJCOSX wB97M-V def2-TZVPD def2/J DEFGRID3
* xyz 3 1
Ta -0.037 -0.091 -0.177
C 3.553 4.011 -3.328
C 2.817 4.431 -2.037
C 1.677 3.530 -1.744
C 0.336 3.737 -2.092
C -0.233 4.913 -2.798
C -0.831 5.933 -1.806
C -0.403 2.631 -1.598
N 0.465 1.722 -0.977
C 1.747 2.285 -1.065
C 2.896 1.687 -0.572
C 2.994 0.494 0.133
C 4.185 -0.065 0.664
C 5.543 0.525 0.551
C 5.821 1.522 1.696
C 3.829 -1.249 1.324
C 2.426 -1.403 1.180
C 1.662 -2.440 1.698
C 0.284 -2.590 1.632
N -0.570 -1.714 0.947
C -1.868 -2.210 1.137
C -3.021 -1.606 0.654
C -3.123 -0.417 -0.052
N -2.023 0.349 -0.460
C -2.551 1.459 -1.133
C -1.780 2.474 -1.680
C -3.969 1.380 -1.150
C -4.327 0.208 -0.474
C -5.695 -0.319 -0.236
C -6.057 -1.434 -1.241
C -4.875 2.370 -1.787
C -5.001 2.119 -3.306
C -1.818 -3.400 1.909
C -0.474 -3.630 2.230
C 0.065 -4.758 3.027
C 0.522 -5.919 2.116
C -2.988 -4.211 2.330
C -3.669 -3.614 3.579
N 1.905 -0.337 0.433
C 4.726 -2.171 2.065
C 4.665 -1.926 3.587
H 4.359 4.714 -3.526
H 2.878 4.022 -4.184
H 3.977 3.011 -3.233
H 2.454 5.451 -2.164
H 3.522 4.435 -1.204
H -1.004 4.591 -3.499
H 0.552 5.404 -3.373
H -1.606 5.476 -1.189
H -1.271 6.759 -2.360
H -0.059 6.334 -1.150
H 3.820 2.225 -0.736
H 5.655 1.034 -0.407
H 6.289 -0.267 0.593
H 5.102 2.342 1.685
H 6.822 1.934 1.581
H 5.771 1.030 2.666
H 2.200 -3.206 2.240
H -3.950 -2.113 0.881
H -2.314 3.257 -2.203
H -6.421 0.486 -0.334
H -5.770 -0.712 0.779
H -6.031 -1.057 -2.263
H -7.065 -1.788 -1.037
H -5.372 -2.279 -1.166
H -4.502 3.381 -1.619
H -5.866 2.304 -1.341
H -4.035 2.199 -3.805
H -5.675 2.857 -3.737
H -5.413 1.130 -3.504
H -0.706 -5.131 3.701
H 0.905 -4.426 3.639
H -0.304 -6.288 1.509
H 0.879 -6.741 2.734
H 1.327 -5.605 1.452
H -2.660 -5.224 2.561
H -3.712 -4.275 1.516
H -2.991 -3.623 4.432
H -4.542 -4.212 3.833
H -3.990 -2.587 3.403
H 5.753 -2.032 1.732
H 4.448 -3.206 1.858
H 4.976 -0.911 3.831
H 5.339 -2.615 4.091
H 3.657 -2.080 3.975
*
```

Below is a cluster of 2 separate species, C3H8NO2S in total, with properties calculated with the ωB97M-V functional and the def2-TZVPD basis.

Values from the calculation:
Energy above the lowest of the compared OMol25 structures with the same formula, charge and spin ... 2.861 eV
LUMO energy ... 3.71 eV

Structure (ORCA input):
```
! RIJCOSX wB97M-V def2-TZVPD def2/J DEFGRID3
* xyz -1 1
O -1.971 -1.983 -1.046
C -1.906 -1.289 -0.079
N -0.649 -1.144 0.568
C -0.433 0.007 1.550
C 0.255 1.182 0.893
S 2.084 0.739 0.941
H -2.706 -0.735 0.338
H 0.231 -1.328 -0.079
H 0.225 -0.311 2.386
H -1.384 0.373 2.134
H 0.186 2.114 1.495
H -0.327 1.439 -0.099
H -0.201 0.943 -2.309
H 1.368 1.231 -3.022
O 0.259 1.115 -3.211
*
```

Below is a structure of composition C47H63N7OSTl, with properties calculated with the ωB97M-V functional and the def2-TZVPD basis.

Values from the calculation:
Energy above the lowest of the compared OMol25 structures with the same formula, charge and spin ... 0.000 eV
LUMO energy ... 2.22 eV

Structure (ORCA input):
```
! RIJCOSX wB97M-V def2-TZVPD def2/J DEFGRID3
* xyz -1 1
Tl 0.352 -0.328 -0.290
C -2.208 -1.178 -6.218
C -2.480 -2.060 -4.995
C -2.274 -1.326 -3.707
C -3.193 -0.661 -2.970
C -4.671 -0.599 -3.190
C -5.402 -1.667 -2.370
C -2.497 -0.054 -1.840
C -3.046 0.809 -0.940
C -2.403 1.422 0.182
C -2.871 2.428 1.043
C -4.146 3.194 0.874
C -4.039 4.303 -0.177
C -1.886 2.591 2.045
C -0.874 1.671 1.748
C 0.400 1.330 2.478
C 1.636 1.706 1.698
N 1.793 1.223 0.458
C 3.056 1.530 0.030
C 3.613 0.996 -1.163
C 3.039 0.160 -2.078
N 1.724 -0.307 -2.061
C 1.504 -1.000 -3.189
C 0.255 -1.487 -3.614
C -0.973 -1.118 -3.065
N -1.151 -0.417 -1.929
C 2.738 -1.053 -3.968
C 3.669 -0.334 -3.289
C 5.066 -0.015 -3.722
C 5.163 1.346 -4.417
C 2.887 -1.778 -5.267
C 3.070 -3.286 -5.071
C 3.695 2.297 1.024
C 2.788 2.411 2.089
C 3.032 3.095 3.402
C 3.933 2.291 4.345
C 5.048 2.932 0.918
C 5.014 4.257 0.149
N -1.196 0.981 0.643
C -1.861 3.586 3.166
C -0.981 4.800 2.855
H -2.332 -1.737 -7.148
H -1.193 -0.781 -6.185
H -2.893 -0.328 -6.233
H -1.828 -2.937 -5.024
H -3.504 -2.440 -5.038
H -4.893 -0.728 -4.253
H -5.046 0.390 -2.916
H -5.092 -2.666 -2.680
H -6.485 -1.588 -2.487
H -5.157 -1.566 -1.311
H -4.093 1.055 -1.088
H -4.443 3.633 1.832
H -4.956 2.511 0.592
H -3.261 5.017 0.101
H -4.981 4.847 -0.289
H -3.764 3.882 -1.145
H 0.404 1.885 3.420
H 4.647 1.265 -1.357
H 0.232 -2.050 -4.538
H 5.424 -0.795 -4.399
H 5.733 -0.033 -2.856
H 4.531 1.366 -5.306
H 6.190 1.566 -4.720
H 4.822 2.142 -3.754
H 3.734 -1.372 -5.826
H 2.002 -1.601 -5.887
H 3.979 -3.488 -4.501
H 3.139 -3.810 -6.027
H 2.231 -3.700 -4.509
H 2.075 3.286 3.897
H 3.480 4.081 3.233
H 3.503 1.306 4.531
H 4.071 2.802 5.302
H 4.917 2.132 3.899
H 5.749 2.250 0.427
H 5.452 3.109 1.919
H 4.637 4.099 -0.863
H 6.007 4.711 0.083
H 4.343 4.965 0.640
H -1.494 3.108 4.080
H -2.878 3.921 3.390
H 0.042 4.483 2.642
H -0.959 5.510 3.687
H -1.348 5.321 1.968
O 0.619 -2.912 -0.316
C 1.519 -3.127 0.765
C 1.271 -2.268 1.992
C 1.775 -2.672 3.205
C 1.902 -1.649 4.210
C 1.324 -0.447 4.050
C 0.398 -0.185 2.891
N 0.690 -1.095 1.766
H -0.288 -3.169 -0.050
H 2.507 -2.874 0.371
H 1.532 -4.180 1.060
H 2.262 -3.634 3.299
H 2.529 -1.831 5.078
H 1.474 0.350 4.770
H -0.646 -0.362 3.207
C -2.431 -4.164 4.996
C -1.219 -3.949 4.094
N -1.501 -4.138 2.683
C -2.220 -3.300 1.906
S -2.618 -3.785 0.323
N -2.526 -2.109 2.417
C -3.266 -1.069 1.715
C -4.761 -1.142 1.970
H -2.152 -4.032 6.043
H -2.827 -5.173 4.870
H -3.233 -3.461 4.765
H -0.425 -4.648 4.349
H -0.772 -2.962 4.239
H -1.435 -5.064 2.298
H -2.220 -1.902 3.354
H -3.058 -1.189 0.657
H -2.855 -0.104 2.015
H -5.160 -2.098 1.624
H -5.261 -0.339 1.425
H -4.995 -1.027 3.032
*
```

Below is a cluster of 6 separate species, C21H33BrNO16 in total, with properties calculated with the ωB97M-V functional and the def2-TZVPD basis.

Values from the calculation:
Energy above the lowest of the compared OMol25 structures with the same formula, charge and spin ... 0.000 eV
LUMO energy ... 1.55 eV

Structure (ORCA input):
```
! RIJCOSX wB97M-V def2-TZVPD def2/J DEFGRID3
* xyz -1 1
C -2.765 -3.215 -2.597
C -2.568 -2.417 -3.889
O -2.427 -3.352 -4.949
C -3.702 -1.392 -4.260
N -4.683 -1.828 -5.183
C -5.871 -2.294 -4.608
C -6.015 -3.768 -4.127
C -7.417 -4.065 -3.631
Br -5.579 -5.038 -5.567
H -1.827 -3.358 -2.053
H -3.166 -4.202 -2.833
H -3.460 -2.704 -1.921
H -1.645 -1.825 -3.795
H -2.997 -2.997 -5.657
H -4.116 -1.038 -3.283
H -3.162 -0.528 -4.687
H -6.121 -1.749 -3.655
H -6.735 -2.148 -5.286
H -5.280 -3.982 -3.354
H -7.634 -3.418 -2.775
H -8.144 -3.854 -4.419
H -7.540 -5.104 -3.321
C 0.841 -3.123 0.507
C 0.188 -2.184 1.505
O 0.219 -0.932 0.803
C 0.287 -1.191 -0.529
O 0.162 -0.358 -1.369
O 0.525 -2.495 -0.742
H 0.426 -4.126 0.521
H 1.928 -3.156 0.611
H -0.848 -2.460 1.689
H 0.720 -2.075 2.446
C 0.684 3.336 0.071
C 1.704 2.268 -0.277
O 2.696 2.458 0.754
C 2.105 3.052 1.808
O 2.623 3.195 2.876
O 0.869 3.476 1.493
H -0.341 3.042 -0.129
H 0.902 4.298 -0.395
H 1.288 1.269 -0.189
H 2.169 2.394 -1.249
C -2.770 -5.010 5.260
C -2.580 -3.547 4.893
O -1.712 -3.636 3.759
C -1.833 -4.867 3.206
O -1.339 -5.186 2.175
O -2.573 -5.668 4.003
H -3.760 -5.250 5.635
H -2.010 -5.364 5.958
H -3.512 -3.075 4.579
H -2.101 -2.949 5.663
C 4.029 6.156 2.266
C 3.454 7.040 3.354
O 3.421 8.326 2.720
C 3.389 8.140 1.378
O 3.190 9.004 0.584
O 3.605 6.845 1.075
H 3.634 5.146 2.273
H 5.116 6.104 2.271
H 2.434 6.757 3.621
H 4.068 7.100 4.248
C 6.450 2.464 0.809
C 7.862 2.584 0.257
O 8.029 4.004 0.150
C 7.162 4.604 0.995
O 7.129 5.767 1.239
O 6.308 3.697 1.521
H 6.308 1.637 1.499
H 5.694 2.427 0.025
H 8.611 2.199 0.951
H 7.999 2.137 -0.723
*
```

Below is a cluster of 2 separate species, C31H32NO3 in total, with properties calculated with the ωB97M-V functional and the def2-TZVPD basis.

Values from the calculation:
LUMO energy ... -4.54 eV

Structure (ORCA input):
```
! RIJCOSX wB97M-V def2-TZVPD def2/J DEFGRID3
* xyz 1 1
C 0.640 -4.293 -1.332
C 0.516 -3.157 -0.355
N -0.778 -2.660 -0.264
C -1.207 -1.560 0.486
C -2.681 -1.651 0.725
C -3.490 -0.549 0.689
C -4.966 -0.654 0.794
C -5.512 -2.046 0.398
C -4.636 -3.174 0.857
C -5.184 -4.449 1.006
C -4.416 -5.509 1.502
C -3.057 -5.294 1.805
C -2.502 -4.041 1.595
C -3.251 -2.971 1.057
C -0.323 -0.601 1.056
O 1.467 -2.687 0.282
H -0.263 -4.349 -1.955
H 1.514 -4.107 -1.972
H 0.765 -5.237 -0.777
H -1.478 -3.219 -0.763
H -3.024 0.431 0.583
H -5.275 -0.453 1.832
H -5.441 0.114 0.176
H -6.524 -2.171 0.811
H -5.630 -2.091 -0.699
H -6.243 -4.609 0.761
H -4.848 -6.500 1.636
H -2.431 -6.089 2.226
H -1.449 -3.859 1.846
H -0.943 0.142 1.618
H 0.594 -1.122 1.401
C 3.189 6.248 4.351
O 2.308 5.185 4.746
C 1.812 4.334 3.809
C 0.986 3.284 4.273
C 0.622 2.223 3.444
C 1.146 2.140 2.122
C 1.052 0.918 1.226
C 0.903 1.234 -0.167
C 1.168 0.286 -1.114
C 1.758 0.572 -2.383
C 1.769 -0.432 -3.383
C 2.339 -0.188 -4.604
C 2.896 1.080 -4.892
O 3.531 1.188 -6.088
C 4.157 2.433 -6.434
C 2.834 2.118 -3.919
C 2.300 1.845 -2.674
C 1.848 3.278 1.643
C 2.149 4.378 2.434
H 3.336 6.878 5.218
H 4.143 5.851 4.038
H 2.738 6.822 3.559
H 0.732 3.343 5.340
H -0.100 1.495 3.845
H 1.968 0.295 1.442
H 0.536 2.256 -0.396
H 0.966 -0.769 -0.872
H 1.273 -1.378 -3.156
H 2.400 -0.964 -5.355
H 4.447 2.264 -7.458
H 3.466 3.265 -6.362
H 5.027 2.614 -5.813
H 3.238 3.098 -4.155
H 2.263 2.620 -1.916
H 2.154 3.363 0.589
H 2.698 5.236 2.037
*
```

Let's list max |F| in order: 3.07, 0.82, 1.36, 5.22, 0.31, 0.62, 4.50 eV/A.
Let's list calculated total energy in order: -11866.1453, -53523.6733, -45532.9386, -19660.9590, -77771.5684, -126604.8491, -40287.7293 eV.